Below is 5 unconnected molecules or ions with the total composition C26H43O14P in a non-equilibrium geometry, with properties calculated with ωB97M-V with the def2-TZVPD basis set.

The geometry in XYZ format:
```
84
Properties=species:S:1:pos:R:3:forces:R:3
C -1.944052 0.664859 1.280104 -0.7 -1.8 0.8
C -1.587102 1.772526 0.717048 0.8 1.5 -0.5
C -0.320065 2.544727 0.974572 -0.2 -0.5 -0.4
C 0.970097 1.743037 0.867018 0.0 -0.4 -0.1
O 0.952891 0.601612 1.771747 -0.4 0.1 -0.6
C 2.008288 0.534411 2.612304 1.1 -1.5 -1.9
O 2.051556 1.102543 3.628321 -0.3 1.9 2.9
C 3.145900 -0.371507 2.191996 -0.5 -0.8 -0.2
C 3.401198 -1.464816 3.243147 -0.4 -0.2 -0.9
C 2.428946 -2.621776 2.947962 -0.3 0.8 0.4
P 1.324647 1.388895 -0.924184 0.1 1.2 -0.9
C 2.927726 0.489821 -1.112480 -0.8 -0.8 0.5
C 0.071414 0.209700 -1.593140 0.3 0.1 1.0
H -2.966370 0.347646 1.176153 -0.2 -0.4 -0.4
H -1.295917 0.017077 1.839204 0.1 0.1 0.5
H -2.280898 2.206303 0.027837 -0.3 0.6 0.0
H -0.394624 3.010502 1.952985 0.1 0.0 0.2
H -0.265799 3.343462 0.245336 0.1 0.3 -0.1
H 1.763741 2.415720 1.188683 0.3 0.0 0.0
H 4.039483 0.189631 1.942079 0.0 0.4 0.1
H 2.801219 -0.896601 1.309681 0.3 0.0 -0.5
H 3.266334 -1.065973 4.240198 0.1 0.1 0.2
H 4.399864 -1.847906 3.095712 0.4 0.1 0.3
H 2.139764 -3.149199 3.849248 0.2 -0.4 0.0
H 2.825308 -3.281024 2.190210 0.2 -0.4 0.0
H 1.514326 -2.203991 2.532853 -0.3 0.0 0.0
H 3.713777 0.858206 -0.468058 0.2 0.3 0.0
H 2.811449 -0.575023 -0.912713 0.1 -0.2 0.2
H 3.206692 0.562984 -2.153658 0.2 0.3 -0.3
H -0.823308 0.778561 -1.794796 -0.2 0.1 -0.2
H 0.458112 -0.217538 -2.510354 0.1 -0.1 -0.2
H -0.214926 -0.557483 -0.880288 0.1 -0.3 0.0
C 6.935594 -5.044040 6.643053 0.1 -0.4 0.0
C 6.663092 -4.946299 5.157516 0.1 0.1 0.5
C 6.123569 -3.606713 4.710717 0.1 0.2 -0.2
O 5.313207 -3.957992 3.583038 0.1 -0.3 0.2
C 4.899390 -5.241576 3.768787 -0.1 0.0 -0.1
O 4.036499 -5.756545 3.136428 0.1 -0.1 0.0
O 5.599838 -5.833191 4.766491 -0.1 0.2 -0.2
H 6.015892 -5.245839 7.191591 -0.1 0.2 -0.1
H 7.618374 -5.867499 6.852101 0.0 0.0 0.0
H 7.389018 -4.128253 7.023235 0.0 0.0 -0.1
H 7.554432 -5.217083 4.586292 -0.1 0.0 -0.1
H 6.908068 -2.914135 4.412814 -0.1 0.0 -0.1
H 5.490139 -3.125023 5.460157 0.0 -0.1 0.1
C -7.744061 4.583333 -0.500004 -0.1 0.2 -0.4
C -6.492702 3.758139 -0.696566 -0.5 0.1 0.1
C -5.921914 3.176002 0.575965 0.0 -0.2 0.1
O -4.518266 3.118094 0.290224 -0.1 0.3 -0.1
C -4.256214 4.088999 -0.624237 0.0 0.0 0.0
O -3.161637 4.459769 -0.914731 0.0 -0.1 -0.1
O -5.398734 4.574723 -1.154187 0.3 -0.2 0.2
H -7.494414 5.590575 -0.165583 0.1 -0.1 0.2
H -8.281916 4.682213 -1.442741 0.0 0.0 0.0
H -8.414816 4.118424 0.223350 0.1 -0.1 0.0
H -6.666095 2.979109 -1.442518 0.1 0.0 0.0
H -6.305573 2.181572 0.793241 0.2 0.0 0.0
H -6.074098 3.814707 1.449749 0.0 0.1 -0.1
C -4.396777 4.741952 -6.969700 -0.2 -0.1 -0.4
C -5.509405 5.107688 -6.011204 0.5 -0.1 -0.2
C -5.049810 5.369720 -4.595349 0.1 0.2 0.2
O -6.186890 4.969121 -3.823664 -0.1 -0.2 -0.3
C -6.857329 4.036783 -4.542522 0.0 0.0 0.0
O -7.713048 3.337768 -4.098233 0.0 0.1 0.0
O -6.415582 4.004763 -5.822576 -0.1 0.1 0.2
H -4.134589 3.688704 -6.872919 0.1 0.0 0.2
H -4.714704 4.897665 -8.000728 0.0 0.0 0.0
H -3.509811 5.351810 -6.796730 0.0 0.0 0.1
H -6.084567 5.952966 -6.397175 -0.1 0.0 0.1
H -4.816886 6.416167 -4.412587 -0.1 0.0 0.1
H -4.193407 4.759381 -4.298256 0.0 0.0 -0.1
C 3.013261 -4.977353 -0.429637 0.1 -0.4 0.0
C 2.747269 -4.831556 -1.912286 0.1 0.1 0.5
C 2.206099 -3.478614 -2.313774 0.1 0.2 -0.2
O 1.401746 -3.788973 -3.455454 0.0 -0.2 0.1
C 0.990016 -5.080763 -3.323109 0.0 0.0 0.0
O 0.135831 -5.584030 -3.975262 0.1 0.0 0.0
O 1.688632 -5.705450 -2.340788 0.0 0.2 -0.2
H 2.093282 -5.200355 0.110141 -0.1 0.2 0.0
H 3.697296 -5.804272 -0.240922 0.0 0.0 0.1
H 3.462287 -4.073012 -0.017001 0.0 0.0 -0.1
H 3.642229 -5.079902 -2.488571 -0.1 0.0 -0.1
H 2.990119 -2.773117 -2.582827 -0.1 0.0 -0.1
H 1.568395 -3.027952 -1.547779 0.0 -0.1 0.1
```
Positions in Å, forces in eV/Å.

total charge: 0
DFT total energy: -2411.226577 hartree
LUMO energy: 0.46 eV
SMILES: C=CC[C@@H](OC(=O)CCC)P(C)C.C[C@@H]1COC(=O)O1.C[C@@H]1COC(=O)O1.C[C@@H]1COC(=O)O1.C[C@@H]1COC(=O)O1
HOMO: -8.02 eV
F_max: 3.436 eV/Å
frontier orbital gap: 8.480 eV
multiplicity: 1

Atomic partial charges in e from the Mulliken method, atoms 1 to 8: number 1, C, carries -0.93; number 2, C, carries 0.07; number 3, C, carries -1.14; number 4, C, carries 0.02; number 5, O, carries -0.21; number 6, C, carries 0.29; number 7, O, carries -0.53; number 8, C, carries -0.33

Below is a molecular structure, C26H44Br14O3S in a non-equilibrium geometry, with properties calculated with ωB97M-V with the def2-TZVPD basis set.

The geometry in XYZ format:
```
88
Properties=species:S:1:pos:R:3:forces:R:3
C 4.545845 -2.258032 0.324620 -0.7 0.5 -0.7
C 3.775079 -1.035293 -0.419349 0.0 2.4 -0.7
C 3.133380 -1.188667 -1.831512 -0.2 3.8 2.3
C 2.375239 0.043799 -2.449091 1.7 -0.3 2.9
C 2.279381 1.431383 -1.707309 1.9 -3.8 0.7
C 1.511091 2.604973 -2.457792 -0.4 -1.0 0.6
C 0.029708 2.903636 -1.839511 0.4 0.3 -0.6
C -1.059465 1.809521 -2.303144 0.3 0.3 -0.4
C -1.126948 0.485602 -1.399542 -1.1 1.1 -0.7
S -1.256518 1.049331 0.375975 -2.7 -4.4 1.9
O -1.031321 -0.172899 1.247157 0.2 3.5 -2.6
O -2.583017 1.692517 0.692472 3.3 -1.1 -2.5
O 0.079233 2.067679 0.609656 0.1 -2.8 -6.6
C 0.050101 3.227266 -0.267173 0.4 1.8 -1.7
C 2.981641 1.514511 -0.331873 0.1 -2.3 -0.8
C 3.717343 0.320174 0.363064 -1.9 0.0 -4.5
H 3.801792 -3.132709 0.338861 1.9 1.1 -0.2
H 5.505959 -2.541963 -0.222851 -1.2 0.5 0.8
H 4.719703 -1.949868 1.419025 -0.1 -0.5 -1.8
H 3.224437 -2.193205 -2.364125 -0.3 1.7 0.8
H 1.919880 -0.123007 -3.491138 0.7 0.5 1.8
H 2.148451 3.556281 -2.480711 -1.0 -1.3 0.1
H 1.322615 2.234178 -3.535788 0.5 0.8 1.6
H -0.291498 3.892415 -2.354387 0.4 -1.5 1.0
H -0.814469 1.474511 -3.379183 -0.4 0.5 1.6
H -2.068822 2.366343 -2.369109 1.4 -1.2 0.4
H -2.140586 -0.022360 -1.619654 1.6 0.8 0.7
H -0.296725 -0.273683 -1.580251 -0.8 1.3 0.8
H -0.824235 3.943836 -0.016885 1.2 -1.5 -0.1
H 1.018482 3.830924 -0.073853 -1.5 -1.2 0.1
H 2.937667 2.506511 0.244266 0.1 -1.7 -1.0
H 4.202745 0.452462 1.397684 -0.9 -0.3 -1.9
Br -5.826779 -1.320366 1.660100 0.0 -0.1 0.0
C -4.073823 -1.839198 0.983626 0.0 0.3 0.0
C -4.161773 -2.337157 -0.437895 0.1 -0.2 0.0
Br -4.873119 -4.150985 -0.510917 -0.1 0.1 0.0
H -3.671673 -2.579114 1.675845 -0.1 0.1 -0.2
H -3.468940 -0.932091 1.037041 0.0 -0.1 0.0
H -3.167383 -2.404339 -0.884159 0.0 0.0 0.1
H -4.798019 -1.720877 -1.072151 0.1 -0.1 0.2
Br -2.955110 2.268897 -5.793215 0.0 -0.1 0.0
C -4.647304 1.312496 -5.646112 0.0 0.2 -0.1
C -4.953812 0.959454 -4.212020 -0.1 -0.2 0.1
Br -3.890525 -0.561917 -3.615583 0.0 0.1 -0.1
H -4.578868 0.442515 -6.299466 0.0 0.1 0.2
H -5.397135 1.999939 -6.041145 0.0 -0.1 0.1
H -5.991521 0.638353 -4.108129 0.1 0.0 -0.1
H -4.760215 1.775385 -3.515586 0.0 -0.1 -0.2
Br -1.224523 -8.155851 -3.596831 0.0 0.1 0.1
C -3.026985 -7.550441 -3.168670 0.1 -0.3 -0.1
C -3.535935 -6.573715 -4.199413 -0.2 0.2 0.1
Br -2.743016 -4.810607 -3.954005 0.1 0.0 -0.1
H -2.992322 -7.135136 -2.161182 0.0 0.0 -0.2
H -3.636660 -8.455607 -3.163102 0.0 0.1 0.0
H -4.610436 -6.419999 -4.085969 0.1 -0.1 0.1
H -3.324042 -6.877834 -5.224405 0.0 0.0 0.2
Br 0.246652 -5.561678 1.223905 0.1 0.0 0.0
C 0.838774 -4.288620 2.576432 -0.2 -0.1 0.1
C 0.519792 -2.870728 2.170083 0.1 0.1 -0.1
Br 1.771499 -2.221592 0.821128 -2.3 -0.2 0.9
H 1.903542 -4.463429 2.733564 -0.2 0.1 0.0
H 0.293230 -4.561922 3.481575 0.1 0.0 -0.1
H 0.638070 -2.191907 3.016715 -0.1 -0.1 -0.1
H -0.482264 -2.755047 1.756334 0.1 -0.1 0.1
Br -0.669682 2.623625 2.385187 -0.4 4.5 7.4
C -1.202487 3.925307 3.750858 -0.5 -0.8 0.5
C -0.578935 5.272929 3.491356 -0.1 0.0 0.3
Br 1.300225 5.300601 4.016318 -0.1 0.0 -0.1
H -0.931541 3.504758 4.720919 -0.1 0.4 0.0
H -2.291090 3.985149 3.677594 0.1 0.2 0.1
H -1.053848 6.040943 4.103760 0.0 -0.1 -0.1
H -0.621115 5.573499 2.443204 0.0 -0.1 0.1
Br 5.377258 6.326583 -0.945359 -0.1 -0.1 0.0
C 3.594928 5.867059 -0.305061 0.1 0.3 -0.1
C 3.515447 5.943421 1.199721 -0.2 -0.2 0.1
Br 4.356494 4.394801 2.031028 0.0 0.1 0.0
H 3.360802 4.877449 -0.699745 0.1 0.1 0.1
H 2.930730 6.602675 -0.762737 0.0 -0.1 0.1
H 2.476398 5.914448 1.532633 0.1 0.0 0.0
H 3.999079 6.828410 1.613146 0.0 -0.1 -0.2
Br 3.436918 -4.474778 5.721636 0.1 0.1 0.0
C 3.219695 -2.738648 6.580730 -0.2 -0.2 0.0
C 2.887673 -1.667182 5.572517 0.1 0.3 0.0
Br 4.469194 -1.122279 4.572313 -0.1 -0.1 -0.1
H 4.137515 -2.540439 7.134484 -0.1 0.0 -0.2
H 2.396937 -2.871463 7.285337 0.1 0.1 -0.1
H 2.542657 -0.761099 6.073300 0.0 -0.1 0.0
H 2.141202 -1.978820 4.841914 0.1 0.0 0.1
```
Positions in Å, forces in eV/Å.

total charge: 0
DFT total energy: -37676.871744 hartree
LUMO energy: 0.05 eV
HOMO: -8.28 eV
F_max: 8.662 eV/Å
frontier orbital gap: 8.331 eV
multiplicity: 1

Atomic partial charges in e from the Mulliken method, atoms 1 to 8: number 1, C, carries -0.64; number 2, C, carries -0.07; number 3, C, carries -0.41; number 4, C, carries -0.59; number 5, C, carries 0.75; number 6, C, carries -1.13; number 7, C, carries 0.46; number 8, C, carries -0.74

Below is a molecular structure, C26H44BrNOP2V in a non-equilibrium geometry, with properties calculated with ωB97M-V with the def2-TZVPD basis set.

The geometry in XYZ format:
```
76
Properties=species:S:1:pos:R:3:forces:R:3
N 5.802718 -2.023721 -0.536028 0.5 0.0 0.0
C 5.672770 -1.052130 0.368827 -0.9 0.0 0.1
C 4.440837 -0.768157 0.983930 0.0 -0.6 -0.4
C 3.323110 -1.575538 0.667325 1.1 0.3 -0.8
C 3.491669 -2.598641 -0.295307 0.6 0.3 0.2
C 4.761804 -2.784855 -0.861714 -0.8 0.4 0.5
C 2.054243 -1.358637 1.338861 -1.7 -2.2 -0.7
V 0.410819 0.032307 0.419086 0.0 0.8 -0.7
P -1.737836 1.146149 0.765764 0.3 -0.2 -0.1
C 0.874438 -2.045457 0.900657 2.8 0.6 0.9
C -0.261412 -2.224616 1.779778 -0.7 0.2 -0.1
C -1.278111 -3.134807 1.390016 0.3 0.3 0.4
C -2.371147 -3.331200 2.216583 0.0 0.2 0.3
C -2.476152 -2.551338 3.379929 -0.6 -0.3 0.6
C -1.451382 -1.715976 3.823787 0.1 0.0 -0.3
C -0.339103 -1.527016 3.001290 -0.6 -0.3 0.2
Br -4.101116 -2.610294 4.425200 0.9 -0.1 -0.6
H 2.108724 -0.941402 2.361422 -0.1 -0.2 -0.7
H 0.837969 -2.560918 -0.076265 0.3 0.2 0.6
H 4.360710 0.045395 1.706077 0.0 -0.3 -0.1
H 2.678477 -3.264421 -0.579889 0.3 0.1 0.2
H 6.557615 -0.469276 0.637951 -0.2 -0.3 -0.2
H 4.915616 -3.583036 -1.591493 0.1 0.3 0.2
H -1.166919 -3.686826 0.451557 -0.1 0.1 0.4
H 0.468089 -0.864483 3.330653 -0.4 -0.4 0.0
H -3.134597 -4.076797 1.992967 0.1 0.3 0.0
H -1.528134 -1.247605 4.803804 0.0 0.0 -0.3
P 0.717542 0.158581 -2.242707 0.1 -0.3 -0.8
C -1.555828 1.772783 2.479118 -0.1 0.1 0.1
C -2.834031 1.762641 3.320813 -0.1 0.2 0.5
H -1.140616 2.789297 2.396126 -0.1 -0.2 0.0
H -0.782553 1.161301 2.979867 -0.3 0.2 -0.2
H -2.609729 2.198529 4.303066 -0.1 -0.1 -0.2
H -3.634552 2.366380 2.874724 0.3 -0.2 0.1
H -3.211959 0.746368 3.500930 0.1 0.2 -0.2
C -2.986782 -0.190078 0.757405 -0.2 0.0 0.0
C -4.440998 0.262425 0.620148 -0.2 -0.2 0.1
H -2.835526 -0.780965 1.674805 0.0 0.3 -0.3
H -2.719694 -0.867677 -0.070156 -0.1 0.3 0.2
H -5.084533 -0.625737 0.623738 0.0 0.2 0.0
H -4.749018 0.897078 1.460145 0.1 -0.2 -0.3
H -4.614327 0.798458 -0.320640 0.0 -0.1 0.2
C -2.263187 2.505275 -0.320131 0.0 0.2 0.0
C -3.242069 3.502046 0.304366 -0.2 0.1 -0.2
H -2.684086 2.039525 -1.225227 0.1 0.1 0.2
H -1.339290 3.020974 -0.631377 -0.4 -0.2 0.1
H -3.489691 4.260046 -0.444897 0.0 0.0 0.2
H -4.178644 3.024940 0.612698 0.2 0.1 -0.1
H -2.803431 4.016575 1.167208 -0.1 -0.1 -0.2
C 0.958594 1.639471 -3.330429 0.0 0.2 0.3
C -0.022487 2.788322 -3.110451 0.1 0.1 -0.1
H 0.902619 1.284732 -4.372732 0.0 -0.1 0.4
H 1.989207 1.987500 -3.172416 -0.3 -0.1 0.0
H 0.193163 3.590610 -3.825361 -0.1 -0.1 0.2
H -1.065011 2.482808 -3.260296 0.2 0.1 0.0
H 0.082181 3.210781 -2.105649 0.0 0.0 -0.2
C -0.839466 -0.557130 -2.940962 0.1 0.4 0.1
C -1.192797 -1.932557 -2.383294 -0.1 -0.1 -0.1
H -0.721508 -0.588786 -4.036113 -0.1 0.0 0.3
H -1.633830 0.173943 -2.720564 0.1 -0.3 -0.1
H -2.143955 -2.265640 -2.817367 0.2 0.0 0.2
H -0.430556 -2.686555 -2.621107 -0.2 0.2 0.0
H -1.319447 -1.908961 -1.290244 0.0 0.0 -0.2
C 1.984886 -0.937734 -3.032703 -0.1 -0.3 0.2
C 3.409556 -0.381079 -3.008985 0.1 -0.1 0.0
H 1.663604 -1.113550 -4.072825 0.0 0.1 0.3
H 1.937868 -1.910227 -2.517776 0.1 0.2 -0.2
H 4.110531 -1.149736 -3.355186 -0.1 0.2 0.1
H 3.525246 0.490854 -3.664486 0.0 -0.2 0.2
H 3.712823 -0.103565 -1.992799 0.0 0.0 -0.1
C 2.590826 2.410118 0.180027 0.5 0.3 -0.5
O 1.635861 1.705795 1.003644 -0.2 -0.1 0.8
H 2.046390 3.058089 -0.518467 0.1 -0.2 0.2
H 3.184657 1.671021 -0.371972 -0.2 0.2 0.1
H 3.274522 3.033505 0.775340 -0.4 -0.3 0.0
H 1.735824 1.962499 1.938385 0.0 -0.1 -0.6
```
Positions in Å, forces in eV/Å.

total charge: +2
DFT total energy: -5347.281680 hartree
LUMO energy (alpha / beta): -7.03 / -7.41 eV
HOMO (alpha / beta): -14.12 / -14.18 eV
F_max: 3.043 eV/Å
frontier orbital gap (alpha / beta): 7.089 / 6.767 eV
⟨S²⟩: 3.784
relative energy (zero: lowest compared OMol25 entry of this formula, charge and spin): 0.00 kJ/mol
multiplicity: 4

Atomic partial charges in e from the Mulliken method, atoms 1 to 8: number 1, N, carries -0.51; number 2, C, carries -0.57; number 3, C, carries -0.38; number 4, C, carries 0.00; number 5, C, carries -0.13; number 6, C, carries -0.70; number 7, C, carries 0.18; number 8, V, carries 0.50

- Which formula does entry 1 have?
  C26H43O14P